Entry 1:
120
Properties=species:S:1:pos:R:3 method="wB97M-V/def2-TZVPD" homo_lumo_gap_ev="3.1 / 3.5" e_homo_ev="-3.44 / -3.76" multiplicity=1 molar_mass_g_mol=960.6
Ti -0.0826 0.1272 0.3303
S 0.4887 -1.8311 3.9159
C 0.5379 -0.9438 5.3204
N 0.4084 -1.4179 6.5842
C 0.3795 -0.3627 7.5812
C 0.9156 0.8382 6.7767
N 0.7197 0.3976 5.4060
H 0.0341 -2.3404 6.7187
H 1.0196 -0.6035 8.4300
H -0.6339 -0.1796 7.9493
H 1.9715 1.0309 6.9858
H 0.3511 1.7479 6.9804
H 1.1547 0.8752 4.6295
B 2.4988 2.8457 3.2169
C 1.6479 1.6984 2.5124
N 0.9671 0.9150 2.0012
H 1.8414 3.8706 3.1436
H 2.7066 2.5293 4.3710
H 3.5525 2.9639 2.6090
N -0.2548 2.1847 0.0913
S -0.9888 3.3013 -0.8538
C 0.2981 4.3827 -1.4359
C 1.3755 4.7321 -0.6365
C 2.3168 5.6260 -1.1296
C 2.2030 6.1335 -2.4150
C 1.1359 5.7548 -3.2186
C 0.1743 4.8859 -2.7217
C -1.8745 4.3415 0.2644
C -3.1542 4.7315 -0.1053
C -3.8534 5.6133 0.7057
C -3.2614 6.1089 1.8592
C -1.9800 5.7140 2.2176
C -1.2727 4.8249 1.4216
H -0.4183 2.4587 1.0587
H 1.4831 4.2929 0.3483
H 3.1460 5.9221 -0.4992
H 2.9432 6.8271 -2.7904
H 1.0387 6.1522 -4.2207
H -0.6851 4.6132 -3.3253
H -3.6022 4.3344 -1.0067
H -4.8580 5.9105 0.4356
H -3.8059 6.8012 2.4882
H -1.5231 6.0928 3.1223
H -0.2863 4.4983 1.7237
C -1.5479 -4.7331 3.2497
C -1.5119 -5.1244 1.7764
C -1.0583 -6.5749 1.6398
Sb -0.4056 -3.6529 0.5771
C 1.2516 -4.9417 0.0615
C 2.2766 -4.8693 1.1908
C 1.8921 -4.6024 -1.2800
C -1.5976 -3.9529 -1.2030
C -1.6594 -5.3781 -1.7349
C -2.9968 -3.3813 -0.9776
H -2.1642 -5.4436 3.8113
H -1.9503 -3.7318 3.4069
H -0.5510 -4.7323 3.6943
H -2.5274 -5.0407 1.3782
H -0.0667 -6.7229 2.0727
H -1.0232 -6.9278 0.6105
H -1.7454 -7.2307 2.1852
H 0.8469 -5.9530 0.0094
H 2.7056 -3.8672 1.2664
H 3.0997 -5.5713 1.0212
H 1.8421 -5.1009 2.1659
H 2.3343 -3.6027 -1.2704
H 1.1801 -4.6397 -2.1069
H 2.6936 -5.3128 -1.5079
H -1.1091 -3.3029 -1.9345
H -2.2707 -6.0045 -1.0825
H -0.6811 -5.8519 -1.8203
H -2.1275 -5.4048 -2.7255
H -3.5550 -3.9603 -0.2389
H -3.5826 -3.4034 -1.9040
H -2.9503 -2.3460 -0.6307
S 2.4056 -0.9550 -0.2486
C 3.4206 0.3022 -0.6607
N 4.1756 0.3440 -1.8230
C 5.1738 1.4140 -1.6967
C 4.4890 2.3565 -0.6992
N 3.6603 1.4201 0.0374
H 4.4971 -0.5708 -2.1073
H 5.3646 1.8942 -2.6549
H 6.1147 1.0244 -1.2989
H 3.8751 3.1095 -1.2040
H 5.1951 2.8593 -0.0406
H 3.0377 1.7047 0.7802
C -4.0844 1.1026 0.0811
O -2.8084 0.6583 -0.3022
C -2.0277 -0.1828 0.6014
C -2.8676 -0.7881 1.6961
H -4.0758 1.6139 1.0528
H -4.8185 0.2905 0.1269
H -4.4165 1.8190 -0.6760
H -3.7393 -1.3654 1.3511
H -3.2460 -0.0378 2.4003
H -2.2364 -1.4649 2.2797
C -1.0930 1.0385 -4.7814
N 0.3806 1.0892 -4.3970
C 1.1218 -0.0553 -5.0605
N 0.5111 -1.2939 -4.7460
C -0.8931 -1.2779 -5.1421
N -1.6644 -0.2268 -4.4845
C -1.8399 -0.4886 -3.0362
P -0.2675 -0.6291 -2.0688
C 0.4816 0.9320 -2.8708
C 0.6592 -1.7061 -3.3321
H -1.1367 1.2451 -5.8543
H -1.5845 1.8336 -4.2196
H 0.7723 1.9828 -4.6980
H 2.1465 -0.0161 -4.6884
H 1.0965 0.1332 -6.1368
H -1.3360 -2.2412 -4.8936
H -0.9488 -1.1301 -6.2248
H -2.4114 -1.4140 -2.9365
H -2.4324 0.2998 -2.5696
H 1.5451 0.9856 -2.6138
H -0.0307 1.8020 -2.4617
H 0.3056 -2.7365 -3.2691
H 1.7148 -1.7122 -3.0501

---

Entry 2:
117
Properties=species:S:1:pos:R:3 method="wB97M-V/def2-TZVPD" homo_lumo_gap_ev="8.0 / 6.9" e_homo_ev="-7.76 / -7.76" e_above_lowest_kcal_mol=0.0 multiplicity=4 s2=3.77 molar_mass_g_mol=841.7
C -1.5745 7.1397 -0.5407
Cl -3.1661 7.3393 -1.4694
Cl -0.9158 8.6730 0.0639
Cl -0.4104 5.9964 -1.3918
H -1.8496 6.5731 0.3489
C -2.0503 0.0134 -2.8815
Cl -2.2398 1.7209 -2.9685
Cl -1.7180 -0.5304 -4.5653
Cl -3.3253 -0.7816 -1.9734
H -1.1061 -0.1645 -2.3667
C -7.0530 1.2926 4.9811
C -6.3094 0.3710 4.0016
C -6.4839 1.0255 2.6211
C -5.7567 0.2219 1.5431
C -4.2236 0.2752 1.8177
C -3.8453 -0.1415 3.2296
N -4.8215 0.3713 4.2597
O -4.4712 0.0735 5.6370
C -3.6368 -1.6531 3.1589
C -2.3522 0.4863 3.3568
C -7.0132 -1.0009 4.1697
H -6.5171 2.2403 4.9279
H -7.0534 0.9385 6.0119
H -8.0811 1.4599 4.6599
H -7.5291 1.0504 2.3130
H -6.2110 2.0801 2.6616
H -5.8753 0.8319 0.6475
H -6.1711 -0.7693 1.3593
H -3.8259 1.2601 1.5729
H -3.6526 -0.2469 1.0499
H -4.4634 -2.1084 2.6134
H -2.7540 -1.9254 2.5803
H -3.5184 -1.9835 4.1908
H -2.3879 1.5464 3.6078
H -1.8817 0.0853 4.2545
H -1.7593 0.3338 2.4550
H -6.6869 -1.8057 3.5110
H -8.0849 -0.9122 3.9915
H -6.8577 -1.5404 5.1039
C -1.7400 -4.6188 0.7053
C -0.2560 -4.3805 0.6112
C 0.1675 -5.6434 -0.1289
C 1.5244 -5.5975 -0.7566
C 1.5835 -4.2989 -1.6002
C 1.3640 -2.9878 -0.8270
N 0.0658 -3.1351 -0.1146
O -0.6675 -1.9417 0.3886
C 2.5956 -2.6277 0.0278
C 1.2346 -1.8666 -1.9135
C 0.3619 -4.4488 2.1267
H -2.1895 -4.6491 -0.2872
H -2.0932 -3.7521 1.2640
H -2.0530 -5.5505 1.1766
H 0.0103 -6.5623 0.4360
H -0.5160 -5.7262 -0.9740
H 1.6372 -6.4682 -1.4025
H 2.3557 -5.4902 -0.0598
H 0.8169 -4.3187 -2.3748
H 2.5373 -4.1391 -2.1032
H 2.5432 -1.5725 0.2961
H 2.6521 -3.2460 0.9237
H 3.5846 -2.8671 -0.3628
H 2.1164 -1.7686 -2.5468
H 0.3927 -2.1346 -2.5519
H 0.9774 -0.9175 -1.4433
H -0.1136 -3.6246 2.6583
H 1.4280 -4.4989 2.3481
H 0.0178 -5.3620 2.6123
C 2.0761 1.6533 -2.5514
C 2.9744 2.2436 -3.6567
C 3.8959 3.2333 -2.9023
C 5.1376 3.5007 -3.7391
C 5.9138 2.3203 -4.1150
C 5.0304 1.3638 -4.9495
N 3.7161 1.0903 -4.2386
O 2.9674 -0.0109 -4.8940
C 4.9597 1.8817 -6.4137
C 5.9488 0.1235 -5.0687
C 2.1414 3.0422 -4.6954
H 2.6297 0.8746 -2.0267
H 1.1312 1.2103 -2.8661
H 1.7131 2.4249 -1.8726
H 3.5610 4.2670 -2.8167
H 4.1384 2.7560 -1.9528
H 5.7445 4.1540 -3.1123
H 4.9262 4.0229 -4.6723
H 6.2228 1.9052 -3.1556
H 6.8008 2.6759 -4.6393
H 4.3595 1.1616 -6.9698
H 4.5074 2.8728 -6.4473
H 5.9266 1.7508 -6.8995
H 6.8721 0.3201 -5.6137
H 6.2948 -0.2706 -4.1131
H 5.5294 -0.7173 -5.6212
H 1.6227 3.9272 -4.3270
H 1.4807 2.3265 -5.1846
H 2.7585 3.3548 -5.5378
N 0.5990 1.5435 1.6513
C 1.1923 2.7328 1.8328
C 0.7446 3.6896 0.8863
C -0.0061 2.9843 -0.0128
C -0.1323 1.6379 0.4474
H 0.7069 0.6637 2.1354
H 1.8237 2.9302 2.6864
H 0.9881 4.7380 0.7969
H -0.5629 3.3492 -0.8632
H -0.8301 0.8636 0.1644
N 2.6265 -1.6394 3.3418
C 1.3006 -1.1655 3.3884
C 1.1552 -0.2583 4.4080
C 2.4491 -0.0980 4.9493
C 3.3202 -0.9793 4.3558
H 3.0489 -2.2286 2.6386
H 0.5809 -1.5864 2.7020
H 0.2838 0.3451 4.6152
H 2.6769 0.6285 5.7152
H 4.3489 -1.2505 4.5419